# 1
The following is a quantum chemistry calculation of a structure of composition BaH18O9, from the Open Molecules 2025 dataset.

Properties
HOMO = -17.90 eV
Charge = +2
ΔE to the lowest compared entry with this formula, charge and spin = 9.5 kcal per mole
Kohn-Sham gap = 11.9 eV

Geometry as XYZ:
```
28
Properties=species:S:1:pos:R:3:forces:R:3
Ba 0.013208 0.130799 -0.003522 -0.001 -0.786 0.395
O 2.677441 -0.100286 -1.066268 -0.125 -0.011 -0.422
H 2.460287 -0.370656 -1.970143 0.277 -0.022 0.105
H 3.539646 -0.502524 -0.898830 -0.077 0.131 0.016
O 1.583725 -2.173012 0.622597 0.041 -0.137 0.105
H 2.390321 -2.102522 1.150684 -0.141 -0.113 -0.040
H 1.727495 -2.938550 0.050259 0.000 0.084 0.153
O -0.666352 -0.597048 2.722469 -0.054 -0.067 0.166
H -0.181056 -1.128994 3.368251 -0.073 0.083 -0.125
H -1.510731 -0.395858 3.148610 0.156 0.056 -0.068
O 1.551208 1.430781 1.803028 0.065 0.456 0.195
H 2.291396 1.404456 2.426343 -0.102 -0.072 -0.124
H 1.183094 2.318219 1.913347 0.286 -0.046 0.146
O -1.691579 0.771701 -2.031357 -0.371 0.146 -0.379
H -2.642938 0.590272 -2.019463 0.173 0.018 -0.012
H -1.559812 1.320664 -2.817180 -0.070 -0.008 0.173
O -2.181566 -1.703534 0.479394 -0.090 -0.105 -0.440
H -2.571457 -2.129770 -0.296720 -0.049 0.050 0.193
H -2.660165 -2.079145 1.230446 0.169 0.086 -0.031
O 0.878209 2.397208 -1.311694 -0.042 0.303 -0.267
H 1.112331 2.320677 -2.247217 0.092 0.107 0.165
H 1.081739 3.317079 -1.090431 0.001 -0.155 -0.039
O -1.917822 1.759113 1.133238 0.124 0.272 0.007
H -1.322092 2.403728 1.535544 -0.352 0.112 0.206
H -2.741876 2.246561 0.986168 0.122 -0.148 -0.002
O -0.162703 -1.777321 -2.028330 -0.057 -0.378 -0.153
H -0.307271 -1.715767 -2.983664 -0.034 0.009 0.177
H -0.372668 -2.696272 -1.805556 0.132 0.134 -0.101
```
Positions in Å, forces in eV/Å.

natural (NBO) population analysis, charges in e, atoms 1 to 5:
1 Ba 1.877
2 O -0.975
3 H 0.484
4 H 0.504
5 O -0.983



# 2
The following is a quantum chemistry calculation of a cluster of 2 separate species, C6H12O in total, from the Open Molecules 2025 dataset.

Properties
HOMO = -9.63 eV
SMILES string = CCC(C)=O.C=C
ΔE to the lowest compared entry with this formula, charge and spin = 27.4 kcal per mole
Kohn-Sham gap = 10.6 eV

Geometry as XYZ:
```
19
Properties=species:S:1:pos:R:3:forces:R:3
C 0.274803 1.087414 -1.109065 -0.011 0.094 0.003
C 0.042196 -0.427920 -1.071283 0.066 -0.092 0.029
C -1.242179 -0.801953 -0.351783 -0.050 -0.115 0.171
C -2.546141 -0.435995 -1.028410 -0.074 0.016 0.037
O -1.230264 -1.373285 0.719771 -0.002 0.193 -0.427
H 1.244188 1.309956 -1.566095 -0.145 -0.041 0.060
H -0.492809 1.602830 -1.696342 0.111 -0.082 0.100
H 0.281567 1.504582 -0.096771 -0.012 -0.065 -0.153
H 0.864492 -0.926473 -0.549339 -0.124 0.061 -0.076
H 0.002835 -0.820133 -2.096266 -0.026 0.046 0.141
H -2.586527 0.636203 -1.249874 0.034 -0.155 0.029
H -2.632387 -0.967439 -1.983525 0.043 0.071 0.123
H -3.381999 -0.708540 -0.381866 0.115 0.037 -0.098
C 2.409155 0.311358 1.737842 -0.096 -0.075 0.084
C 1.391504 -0.209164 2.415794 0.118 0.071 -0.079
H 3.083030 1.041711 2.179489 -0.100 -0.110 -0.037
H 2.617783 0.025014 0.708130 -0.049 0.039 0.169
H 1.194907 0.081353 3.445657 0.055 -0.021 -0.146
H 0.705847 -0.929519 1.973936 0.145 0.128 0.069
```
Positions in Å, forces in eV/Å.

natural (NBO) population analysis, charges in e, atoms 1 to 5:
1 C -0.606
2 C -0.507
3 C 0.607
4 C -0.726
5 O -0.549



In the order shown, the computed DFT total energy values come out to -19403.8589, -8463.1658 eV.